Entry 1:
Molecular formula: C35H34ClNOSi2Zn
Method: DFT, ωB97M-V/def2-TZVPD

The geometry in XYZ format:
```
75
Properties=species:S:1:pos:R:3:mulliken_charge:R:1
C -1.833 3.079 4.398 -0.617
C -0.734 2.315 3.952 -0.748
C -0.444 2.692 2.616 -0.378
H -0.143 1.617 4.557 0.492
C -1.389 3.745 2.232 -0.896
C -2.244 3.940 3.349 -0.502
H -3.019 4.731 3.425 0.391
H -2.264 3.051 5.412 0.401
H 0.441 2.404 2.024 0.686
H -1.347 4.315 1.307 0.680
Zn -2.315 1.809 1.769 0.977
Si 2.697 0.067 -1.868 0.288
C 2.984 -1.920 -2.373 -0.025
C 2.250 -2.651 -3.345 0.085
H 1.488 -2.174 -3.946 0.492
C 2.387 -4.058 -3.529 -0.739
H 1.773 -4.600 -4.251 0.369
C 3.310 -4.767 -2.750 -0.364
H 3.406 -5.867 -2.856 0.326
C 4.108 -4.062 -1.842 -0.567
H 4.841 -4.623 -1.240 0.375
C 3.944 -2.676 -1.697 -0.437
H 4.571 -2.181 -0.953 0.264
C 2.477 0.620 -3.646 0.362
C 3.568 0.390 -4.487 -0.390
H 4.432 -0.155 -4.107 0.311
C 3.544 0.788 -5.819 -0.717
H 4.414 0.627 -6.450 0.390
C 2.389 1.351 -6.370 -0.363
H 2.355 1.663 -7.413 0.361
C 1.251 1.482 -5.575 -0.813
H 0.322 1.866 -5.984 0.402
C 1.287 1.066 -4.245 0.042
H 0.364 1.051 -3.694 0.415
H 4.050 0.369 -1.193 -0.389
Si -0.367 -1.687 -1.230 -0.485
C 0.350 0.276 -1.262 0.730
C 1.589 0.919 -0.596 1.811
H 1.988 0.426 0.333 0.278
C 1.619 2.406 -0.410 -1.255
H 2.414 2.804 0.243 0.513
C 0.645 3.199 -0.936 -0.297
H 0.735 4.287 -0.869 0.441
C -0.493 2.659 -1.551 -0.618
H -1.333 3.299 -1.876 0.380
C -0.586 1.241 -1.634 -1.840
H -1.552 0.871 -1.953 0.364
C 0.653 -2.278 0.147 0.744
C 0.879 -1.426 1.258 -0.279
H 0.424 -0.437 1.279 0.601
C 1.702 -1.812 2.344 -0.908
H 1.943 -1.092 3.132 0.487
C 2.154 -3.140 2.375 -0.497
H 2.714 -3.482 3.242 0.384
C 1.903 -4.032 1.328 -0.541
H 2.257 -5.073 1.361 0.391
C 1.174 -3.598 0.215 -0.292
H 0.998 -4.265 -0.640 0.325
H -1.626 -2.291 -0.921 -0.174
Cl -2.159 0.081 0.473 -0.629
O -4.352 2.399 1.359 -0.373
C -5.435 1.766 2.093 -0.577
C -4.876 0.789 3.088 0.454
C -5.741 0.100 3.943 -0.790
C -5.242 -0.819 4.848 -0.327
C -3.856 -1.058 4.839 -0.759
C -3.046 -0.334 3.957 -0.385
N -3.539 0.634 3.151 0.427
H -4.708 2.865 0.614 0.254
H -5.983 2.539 2.643 0.318
H -6.096 1.241 1.392 0.378
H -6.814 0.357 3.861 0.404
H -5.897 -1.344 5.539 0.408
H -3.393 -1.781 5.512 0.396
H -1.969 -0.517 3.900 0.373
```

Calculated values
Net charge: 0
Relative energy (zero: lowest compared OMol25 entry of this formula, charge and spin) (kJ/mol): 495.62

Entry 2:
Molecular formula: C35H34F12KN3O2
Method: DFT, ωB97M-V/def2-TZVPD

The geometry in XYZ format:
```
87
Properties=species:S:1:pos:R:3:mulliken_charge:R:1
K 0.139 -0.724 -0.310 0.665
C 4.409 0.178 0.836 -2.651
C 3.499 -0.921 1.328 1.009
C 3.466 -2.152 0.669 1.676
C 4.328 -2.378 -0.551 -2.751
C 2.602 -3.156 1.118 0.660
C 2.538 -4.483 0.399 -2.443
C 1.761 -2.927 2.210 1.723
C 0.762 -3.990 2.609 -2.451
C 1.818 -1.705 2.888 0.926
C 0.978 -1.472 4.123 -2.504
C 2.657 -0.688 2.421 1.677
C 2.630 0.673 3.076 -2.487
H 3.871 0.804 0.116 0.416
H 5.302 -0.222 0.357 0.503
H 4.742 0.819 1.651 0.523
H 5.321 -2.755 -0.280 0.355
H 4.464 -1.457 -1.114 0.462
H 3.871 -3.085 -1.236 0.508
H 1.800 -4.446 -0.409 0.300
H 2.254 -5.291 1.071 0.479
H 3.497 -4.750 -0.042 0.519
H 0.275 -4.408 1.728 0.434
H -0.033 -3.588 3.229 0.343
H 1.238 -4.815 3.151 0.417
H 0.003 -1.045 3.872 0.321
H 1.473 -0.787 4.810 0.507
H 0.800 -2.399 4.666 0.531
H 3.349 0.738 3.901 0.315
H 1.643 0.900 3.474 0.425
H 2.859 1.459 2.363 0.355
C -1.244 4.572 -4.906 -1.610
C -1.341 3.699 -3.682 0.438
C -2.542 3.148 -3.254 -1.090
C -2.591 2.352 -2.135 -0.397
C -1.454 2.020 -1.336 -0.060
N -1.579 1.167 -0.310 0.726
C -2.762 1.053 0.387 -0.949
C -3.310 2.277 0.860 0.117
C -4.412 2.380 1.677 -1.406
C -5.072 1.234 2.101 0.392
C -6.276 1.286 3.007 -1.419
C -4.567 0.024 1.651 -0.170
C -3.460 -0.130 0.810 -0.459
C -3.113 -1.605 0.365 1.547
O -2.056 -1.741 -0.408 -1.025
C -2.848 -2.475 1.654 0.368
F -1.814 -1.942 2.341 -0.193
F -2.482 -3.734 1.334 -0.287
F -3.852 -2.623 2.567 -0.316
C -4.354 -2.194 -0.403 0.534
F -4.665 -1.414 -1.449 -0.279
F -4.091 -3.421 -0.899 -0.259
F -5.514 -2.351 0.307 -0.290
C -0.198 2.612 -1.776 -0.563
C -0.214 3.412 -2.915 -0.645
C 1.136 2.439 -0.985 1.766
O 1.622 1.183 -0.875 -0.755
C 0.911 3.053 0.462 0.567
F 0.516 2.130 1.338 -0.022
F 0.004 4.053 0.482 -0.333
F 2.043 3.596 1.002 -0.377
C 2.317 3.252 -1.617 0.022
F 2.571 2.848 -2.883 -0.216
F 2.176 4.601 -1.652 -0.306
F 3.474 3.036 -0.962 -0.239
H -2.225 4.690 -5.373 0.370
H -0.572 4.153 -5.663 0.283
H -0.871 5.575 -4.672 0.297
H -3.457 3.330 -3.814 0.244
H -3.536 1.911 -1.843 0.437
H -2.787 3.178 0.559 0.490
H -4.752 3.362 1.998 0.263
H -6.538 2.320 3.244 0.358
H -6.098 0.764 3.952 0.296
H -7.152 0.821 2.545 0.306
H -5.090 -0.863 1.972 0.519
H 0.696 3.878 -3.257 0.417
N 2.218 -0.701 -2.639 0.989
C 2.952 -0.552 -3.754 -0.313
C 3.014 -1.787 -4.369 -0.800
C 2.259 -2.625 -3.529 -0.575
N 1.788 -1.957 -2.484 -0.672
H 1.974 0.070 -1.954 0.218
H 3.352 0.414 -4.014 0.495
H 3.514 -2.034 -5.290 0.386
H 2.035 -3.675 -3.636 0.420
```

Calculated values
Net charge: -2
Relative energy (zero: lowest compared OMol25 entry of this formula, charge and spin) (kJ/mol): 16.00

Entry 3:
Molecular formula: C35H34F3InN5O3S4Si
Method: DFT, ωB97M-V/def2-TZVPD

The geometry in XYZ format:
```
86
Properties=species:S:1:pos:R:3:mulliken_charge:R:1
In 0.497 -0.214 -0.068 1.098
C 2.522 -3.155 1.677 -1.750
C 1.639 -2.451 2.663 1.220
C 1.907 -2.652 4.043 -1.192
C 1.097 -2.087 4.970 -1.119
C -0.012 -1.315 4.553 1.220
C -0.906 -0.758 5.489 -0.891
C -1.992 -0.059 5.040 -0.839
C -2.197 0.114 3.665 -0.449
C -1.331 -0.390 2.709 0.463
S -1.738 -0.110 1.040 -0.390
C -0.198 -1.137 3.160 -0.778
N 0.646 -1.707 2.245 0.878
H 2.602 -4.209 1.949 0.670
H 3.526 -2.724 1.695 0.467
H 2.113 -3.080 0.676 -0.233
H 2.748 -3.271 4.332 0.518
H 1.268 -2.233 6.031 0.369
H -0.722 -0.896 6.548 0.363
H -2.697 0.369 5.742 0.370
H -3.060 0.668 3.316 0.495
S 3.207 2.960 2.231 -0.382
C 1.566 3.304 2.588 -0.575
C 0.723 2.365 2.076 -0.944
C 1.383 1.320 1.356 0.103
C 2.733 1.516 1.367 0.649
C 3.721 0.636 0.749 0.509
C 5.098 0.895 0.768 -1.180
C 5.958 0.014 0.151 -0.744
C 5.442 -1.110 -0.487 -1.068
C 4.073 -1.295 -0.455 -0.911
N 3.234 -0.456 0.149 1.044
H 1.324 4.191 3.154 0.460
H -0.353 2.407 2.198 0.486
H 5.469 1.784 1.260 0.451
H 7.026 0.194 0.165 0.397
H 6.081 -1.823 -0.988 0.481
H 3.612 -2.158 -0.924 0.629
S -0.833 5.112 -1.799 -0.288
C -0.687 3.653 -0.847 -0.537
N -1.762 3.216 -0.313 0.127
C -2.837 4.030 -0.623 -0.247
C -4.148 3.827 -0.195 -0.473
C -5.121 4.723 -0.589 -0.632
C -4.804 5.819 -1.401 -0.435
C -3.508 6.038 -1.828 -0.481
C -2.527 5.131 -1.436 0.738
H 0.279 3.177 -0.730 0.406
H -4.374 2.974 0.432 0.490
H -6.144 4.583 -0.265 0.385
H -5.585 6.504 -1.704 0.360
H -3.261 6.894 -2.442 0.386
N -0.803 -1.784 -3.675 -0.066
C -1.989 -1.172 -3.312 0.297
C -3.183 -1.475 -3.980 -1.134
C -4.325 -0.793 -3.630 -0.375
C -4.263 0.173 -2.630 -1.155
C -3.038 0.397 -2.030 -0.094
N -1.918 -0.246 -2.359 0.797
H -0.896 -2.750 -3.953 0.387
H -0.090 -1.683 -2.965 -0.443
H -3.192 -2.239 -4.747 0.404
H -5.262 -1.012 -4.128 0.379
H -5.138 0.726 -2.316 0.503
H -2.936 1.123 -1.231 0.205
C 2.657 2.226 -1.976 -1.323
Si 1.428 0.809 -2.346 1.526
C 2.450 -0.325 -3.477 -1.311
C 0.160 1.627 -3.501 -1.011
H 2.662 2.929 -2.813 0.581
H 3.673 1.839 -1.858 0.260
H 2.427 2.786 -1.066 0.183
H 2.653 0.201 -4.415 0.424
H 1.939 -1.257 -3.723 0.270
H 3.408 -0.576 -3.022 0.273
H 0.609 2.481 -4.016 0.530
H -0.720 1.976 -2.961 -0.126
H -0.192 0.915 -4.251 0.376
F -0.857 -5.743 0.427 -0.258
C -0.237 -4.576 0.647 0.513
F -0.841 -3.978 1.673 -0.229
F 1.024 -4.852 1.012 -0.233
S -0.311 -3.547 -0.887 1.002
O 0.031 -4.482 -1.933 -0.715
O -1.650 -3.038 -0.868 -0.620
O 0.759 -2.534 -0.695 -0.514
```

Calculated values
Total energy (eV): -114990.00607
Net charge: -1